# 1
{"formula": "C29H63B2FN5O9S", "method": "wB97M-V/def2-TZVPD", "elements": ["C", "C", "C", "C", "C", "C", "C", "N", "C", "B", "O", "O", "C", "C", "C", "N", "S", "O", "O", "F", "C", "C", "C", "C", "N", "C", "O", "C", "C", "C", "C", "C", "C", "B", "O", "O", "C", "H", "H", "H", "H", "H", "H", "H", "H", "H", "H", "H", "H", "H", "H", "H", "H", "H", "H", "H", "H", "H", "H", "H", "H", "H", "H", "H", "H", "H", "H", "H", "H", "H", "H", "H", "H", "H", "H", "H", "H", "H", "H", "H", "H", "H", "H", "H", "H", "H", "C", "O", "N", "C", "C", "H", "H", "H", "H", "H", "H", "H", "C", "O", "N", "C", "C", "H", "H", "H", "H", "H", "H", "H"], "positions_angstrom": [[5.877, -0.685, 1.605], [5.387, 0.659, 1.063], [4.442, 0.514, -0.135], [3.211, -0.364, 0.109], [1.958, 0.404, 0.555], [0.681, -0.306, 0.085], [-0.536, -0.019, 0.977], [-1.739, 0.385, 0.238], [-2.000, 1.575, -0.120], [-1.091, 2.857, 0.196], [0.066, 3.021, -0.482], [-1.600, 3.677, 1.149], [-0.802, 3.984, 2.319], [-1.350, 3.244, 3.520], [-3.356, 1.611, -0.821], [-4.324, 2.069, 0.151], [-3.250, 2.822, -2.211], [-1.959, 2.779, -2.803], [-4.435, 2.844, -2.975], [-3.258, 4.126, -1.312], [-3.589, 0.114, -1.226], [-3.073, -0.216, -2.640], [-1.561, -0.202, -2.921], [-5.078, -0.273, -1.165], [-5.849, 0.283, -2.271], [-2.808, -0.618, -0.079], [-2.070, -1.757, -0.420], [-2.732, -2.979, -0.813], [-2.052, -4.177, -0.137], [-1.410, -5.102, -1.179], [-2.979, -4.918, 0.857], [-3.738, -6.079, 0.208], [-2.164, -5.421, 2.048], [-3.619, -0.770, 1.331], [-4.616, -1.703, 1.425], [-3.243, 0.045, 2.344], [-4.153, 0.328, 3.412], [6.021, -1.427, 0.819], [5.140, -1.102, 2.296], [6.802, -0.586, 2.172], [4.894, 1.223, 1.861], [6.246, 1.246, 0.731], [4.128, 1.505, -0.479], [5.024, 0.085, -0.955], [3.438, -1.154, 0.828], [2.965, -0.879, -0.825], [1.941, 0.533, 1.640], [1.997, 1.385, 0.076], [0.857, -1.383, 0.087], [0.475, -0.041, -0.952], [-0.319, 0.761, 1.711], [-0.798, -0.909, 1.543], [0.215, 3.935, -0.762], [-0.873, 5.059, 2.478], [0.248, 3.739, 2.145], [-1.497, 2.184, 3.301], [-2.305, 3.668, 3.832], [-0.657, 3.346, 4.355], [-4.018, 2.932, 0.591], [-5.209, 2.259, -0.312], [-3.587, 0.432, -3.351], [-3.425, -1.229, -2.849], [-1.111, -1.165, -2.690], [-1.414, -0.031, -3.988], [-1.028, 0.598, -2.417], [-5.142, -1.363, -1.117], [-5.533, 0.086, -0.245], [-5.794, -0.300, -3.096], [-6.826, 0.326, -2.010], [-3.795, -2.937, -0.582], [-2.613, -3.054, -1.897], [-1.220, -3.766, 0.444], [-1.078, -6.029, -0.713], [-2.084, -5.327, -2.005], [-0.516, -4.620, -1.579], [-3.704, -4.196, 1.242], [-4.078, -5.814, -0.796], [-3.106, -6.963, 0.135], [-4.629, -6.322, 0.787], [-2.804, -5.871, 2.810], [-1.610, -4.608, 2.523], [-1.441, -6.181, 1.739], [-4.628, -2.187, 2.264], [-3.701, 1.104, 4.024], [-5.096, 0.696, 3.010], [-4.328, -0.550, 4.035], [9.214, -1.443, 3.625], [8.554, -2.452, 3.474], [9.353, -0.786, 4.793], [10.153, 0.415, 4.913], [8.677, -1.314, 5.965], [9.766, -0.970, 2.794], [10.965, 0.270, 5.628], [9.542, 1.256, 5.247], [10.584, 0.662, 3.945], [9.016, -2.328, 6.178], [7.599, -1.351, 5.801], [8.892, -0.674, 6.817], [0.249, 2.704, -6.848], [1.120, 2.285, -7.581], [0.019, 4.009, -6.596], [-1.034, 4.436, -5.701], [0.860, 4.999, -7.248], [-0.444, 2.034, -6.307], [-1.757, 5.068, -6.221], [-0.620, 5.000, -4.861], [-1.550, 3.562, -5.309], [0.781, 4.914, -8.331], [1.906, 4.850, -6.977], [0.543, 5.992, -6.939]], "atomic_forces_ev_per_a": [[-0.34, 0.05, 0.30], [0.01, -0.08, -0.21], [0.21, -0.13, 0.12], [-0.13, 0.03, -0.19], [0.12, -0.10, -0.34], [0.13, -0.20, 0.17], [0.21, -0.10, 0.19], [0.06, -0.11, -0.16], [-0.06, 0.10, -0.50], [-0.05, 0.25, 0.22], [-0.32, -0.07, -0.32], [0.04, -0.45, 0.11], [-0.08, 0.44, 0.17], [-0.04, 0.08, 0.00], [0.03, 0.20, 0.42], [-0.05, 0.09, -0.15], [0.02, -0.51, -0.16], [0.09, 0.14, 0.01], [-0.15, 0.24, -0.01], [0.09, 0.04, 0.01], [-0.31, 0.07, -0.16], [0.44, -0.35, 0.12], [-0.19, 0.00, -0.29], [-0.27, -0.07, -0.16], [-0.02, -0.01, 0.21], [0.31, 0.42, 0.20], [-0.21, -0.05, 0.06], [0.18, -0.08, -0.23], [0.06, -0.03, -0.01], [0.21, 0.17, 0.27], [0.35, -0.18, 0.07], [-0.24, 0.41, -0.04], [-0.08, -0.01, 0.11], [-0.32, -0.17, -0.09], [0.42, -0.36, 0.04], [0.03, 0.09, -0.07], [0.09, -0.03, 0.15], [0.16, 0.10, -0.06], [0.06, -0.09, -0.01], [0.02, -0.03, -0.08], [0.08, 0.04, 0.02], [-0.04, 0.10, 0.07], [-0.03, -0.02, -0.01], [-0.01, -0.04, 0.01], [-0.01, -0.02, -0.03], [-0.01, 0.05, -0.01], [0.06, 0.08, 0.00], [-0.12, 0.13, 0.29], [-0.10, -0.01, -0.01], [-0.03, 0.05, 0.03], [-0.06, 0.13, -0.14], [-0.10, 0.04, 0.00], [0.35, -0.05, 0.30], [0.06, 0.01, -0.05], [-0.04, -0.07, -0.16], [0.08, -0.01, 0.02], [-0.04, -0.05, -0.06], [0.00, -0.06, 0.00], [0.03, -0.03, 0.06], [-0.05, -0.11, 0.05], [-0.07, 0.03, 0.12], [-0.11, 0.04, -0.11], [0.09, 0.09, 0.20], [0.02, -0.01, 0.01], [0.05, -0.07, 0.03], [0.13, -0.07, 0.01], [0.13, -0.04, 0.10], [0.03, 0.09, -0.04], [-0.02, 0.01, -0.08], [-0.04, 0.03, 0.09], [-0.09, 0.04, -0.01], [-0.11, 0.14, 0.05], [-0.06, -0.06, -0.10], [0.00, -0.11, 0.03], [-0.08, 0.00, -0.17], [-0.05, 0.05, -0.07], [-0.03, -0.08, 0.00], [-0.06, -0.03, -0.04], [0.08, -0.15, 0.06], [-0.01, -0.05, -0.05], [0.00, 0.00, -0.01], [0.01, 0.02, -0.02], [-0.33, 0.34, -0.08], [0.02, -0.02, 0.01], [-0.01, -0.05, -0.01], [0.00, 0.00, -0.02], [0.05, -0.04, -0.12], [-0.05, 0.03, 0.05], [-0.02, 0.05, 0.05], [-0.04, -0.07, 0.05], [0.01, -0.02, -0.05], [0.01, 0.02, 0.02], [0.02, 0.02, -0.01], [0.02, 0.02, -0.01], [0.00, 0.00, -0.01], [-0.01, 0.00, 0.01], [-0.01, 0.00, 0.01], [0.00, 0.01, 0.00], [0.01, -0.05, 0.01], [0.01, 0.01, 0.00], [-0.04, 0.01, 0.03], [0.09, 0.06, -0.09], [-0.01, -0.06, 0.00], [-0.01, 0.01, 0.00], [-0.01, 0.00, 0.01], [-0.04, 0.00, 0.03], [-0.01, 0.01, 0.02], [0.01, 0.01, -0.01], [0.01, 0.01, 0.00], [-0.01, 0.00, 0.00]], "largest_force_ev_per_a": 0.58, "gap_ha": 0.274, "charge": 1}



# 2
{"formula": "C18H26N6O4", "method": "wB97M-V/def2-TZVPD", "elements": ["C", "C", "N", "N", "C", "C", "C", "C", "C", "O", "N", "C", "C", "O", "N", "C", "C", "C", "O", "N", "C", "C", "C", "C", "N", "C", "C", "O", "H", "H", "H", "H", "H", "H", "H", "H", "H", "H", "H", "H", "H", "H", "H", "H", "H", "H", "H", "H", "H", "H", "H", "H", "H", "H"], "positions_angstrom": [[-2.015, 1.197, -2.241], [-2.143, 1.812, -0.887], [-1.717, 3.040, -0.649], [-1.937, 3.223, 0.668], [-2.497, 2.154, 1.275], [-2.813, 2.127, 2.730], [-2.660, 1.212, 0.287], [-3.165, -0.193, 0.412], [-1.962, -1.097, 0.635], [-1.260, -0.904, 1.621], [-1.597, -2.000, -0.317], [-2.430, -2.492, -1.404], [-2.744, -3.968, -1.189], [-3.839, -4.447, -1.394], [-1.668, -4.652, -0.726], [-0.347, -4.051, -0.840], [-0.317, -2.699, -0.132], [0.812, -1.823, -0.706], [1.332, -2.071, -1.782], [1.102, -0.751, 0.053], [2.115, 0.204, -0.306], [1.588, 1.630, -0.265], [2.728, 2.577, -0.596], [3.828, 2.446, 0.439], [4.208, 1.062, 0.694], [5.395, 0.897, 1.511], [3.366, -0.004, 0.561], [3.602, -1.092, 1.053], [-2.937, 0.694, -2.539], [-1.788, 1.965, -2.978], [-1.213, 0.454, -2.263], [-1.718, 4.111, 1.082], [-3.076, 1.116, 3.034], [-1.949, 2.427, 3.325], [-3.644, 2.792, 2.974], [-3.803, -0.295, 1.291], [-3.766, -0.455, -0.453], [-3.373, -1.966, -1.461], [-1.912, -2.365, -2.361], [-1.766, -5.652, -0.647], [0.386, -4.711, -0.382], [-0.052, -3.920, -1.882], [-0.177, -2.832, 0.940], [0.607, -0.656, 0.931], [2.422, -0.041, -1.326], [0.760, 1.740, -0.965], [1.190, 1.851, 0.732], [3.123, 2.339, -1.588], [2.387, 3.612, -0.624], [4.724, 2.980, 0.114], [3.507, 2.911, 1.382], [5.639, -0.158, 1.579], [6.226, 1.438, 1.057], [5.237, 1.286, 2.522]], "atomic_forces_ev_per_a": [[0.01, -0.02, -0.02], [0.00, 0.02, 0.01], [0.00, -0.02, 0.00], [-0.01, 0.01, 0.01], [-0.01, 0.00, -0.01], [-0.01, 0.00, 0.01], [0.03, -0.02, -0.11], [-0.05, -0.03, 0.17], [0.12, 0.10, -0.16], [-0.08, -0.09, 0.08], [0.01, 0.02, 0.06], [-0.01, 0.01, -0.03], [0.01, -0.03, -0.01], [-0.01, 0.00, 0.01], [-0.01, 0.03, -0.03], [0.00, -0.05, 0.00], [-0.03, -0.01, -0.01], [0.02, -0.06, -0.05], [-0.02, 0.02, 0.01], [0.00, 0.01, 0.04], [0.02, 0.00, -0.01], [0.00, 0.02, -0.01], [0.00, 0.01, -0.01], [0.02, -0.01, -0.02], [0.00, 0.00, -0.01], [0.02, -0.01, 0.01], [-0.04, 0.04, 0.06], [0.01, -0.02, -0.02], [-0.01, 0.01, -0.01], [0.01, 0.00, 0.00], [-0.01, 0.00, 0.01], [0.01, 0.00, -0.01], [0.00, 0.00, 0.00], [0.00, 0.00, 0.00], [0.00, 0.00, 0.00], [0.01, 0.00, 0.01], [0.00, 0.01, -0.01], [0.00, 0.00, 0.00], [0.01, 0.00, 0.01], [0.00, 0.00, 0.01], [0.00, 0.01, 0.02], [0.00, 0.02, 0.00], [0.03, 0.01, 0.00], [0.00, 0.01, 0.01], [-0.01, 0.00, -0.01], [0.00, 0.00, 0.00], [0.00, 0.00, 0.00], [0.00, 0.00, 0.00], [-0.01, 0.00, 0.01], [-0.01, 0.01, 0.00], [0.00, 0.00, 0.01], [0.00, -0.01, 0.00], [0.00, 0.01, 0.00], [0.00, 0.00, 0.00]], "largest_force_ev_per_a": 0.23, "de_lowest_kj_mol": 22.26, "smiles": "Cc1n[nH]c(C)c1CC(=O)N1CC(=O)NC[C@H]1C(=O)N[C@H]1CCCN(C)C1=O", "gap_ha": 0.356, "charge": 0}



# 3
{"formula": "C3H5HgLiO3", "method": "wB97M-V/def2-TZVPD", "elements": ["O", "C", "C", "O", "O", "C", "Hg", "H", "H", "H", "H", "Li", "H"], "positions_angstrom": [[-0.593, 0.843, 0.612], [0.062, -0.320, 0.516], [-1.996, 0.665, 0.385], [1.185, -0.325, -0.078], [-0.780, -1.167, -0.178], [-2.102, -0.670, -0.356], [2.828, 0.228, -0.739], [-2.363, 1.512, -0.201], [-2.502, 0.639, 1.358], [-2.215, -0.665, -1.445], [-2.767, -1.416, 0.089], [0.361, -2.720, -0.601], [0.444, -1.760, 1.352]], "atomic_forces_ev_per_a": [[0.53, 0.05, 1.21], [-0.65, -2.87, -0.40], [-0.90, 0.13, 0.25], [-2.05, -1.05, 1.19], [-1.16, -1.87, -1.16], [0.40, -0.47, -0.31], [5.11, 2.12, -1.93], [0.23, -0.14, 0.19], [0.06, 0.01, -0.31], [-0.61, 0.60, 0.29], [-0.23, 0.50, -0.02], [-0.21, 0.56, 0.46], [-0.52, 2.42, 0.54]], "s2": 0.753, "largest_force_ev_per_a": 5.86, "de_lowest_kj_mol": 182.89, "multiplicity": 2, "gap_ha": [0.297, 0.253], "charge": 1}



The lowest charge belongs to which entry?
C18H26N6O4



What is the formula in the first record?
C29H63B2FN5O9S